Entry 1:
ORCA calculation (ωB97M-V/def2-TZVPD) on 2 unconnected molecules or ions with the total composition C5H16N2O.

Positions of all 24 atoms, in Å:
C: 2.162 2.237 -2.019
N: 1.120 1.082 -1.899
C: 1.396 0.100 -0.916
C: 0.274 -0.893 -0.580
N: -0.735 -0.635 0.456
C: -1.760 0.323 -0.056
C: -0.161 -0.048 1.695
H: 1.817 2.891 -1.176
H: 3.212 2.115 -1.719
H: 1.967 2.759 -2.960
H: 1.047 0.654 -2.857
H: 2.408 -0.324 -1.257
H: 1.783 0.818 -0.018
H: 0.840 -1.825 -0.351
H: -0.182 -1.166 -1.498
H: -2.409 -0.138 -0.750
H: -1.286 1.154 -0.612
H: -2.332 0.669 0.711
H: -0.910 -0.056 2.512
H: 0.703 -0.543 1.891
H: 0.249 0.991 1.600
O: -2.076 -2.102 2.891
H: -2.603 -2.908 2.664
H: -1.863 -1.727 2.051

## Properties
- E_HOMO (eV) = -8.54
- calculated total energy (eV) = -10469.9561
- relative energy (zero: lowest compared OMol25 entry of this formula, charge and spin) (kJ/mol) = 247.6
- SMILES string = CNCCN(C)C.O

Atomic partial charges in e from the natural (NBO) method, atoms 1 to 4: C -0.440; N -0.638; C -0.239; C -0.245

---

Entry 2:
ORCA calculation (ωB97M-V/def2-TZVPD) on 14 unconnected molecules or ions with the total composition C6H43N2O13.

Positions of all 64 atoms, in Å:
N: 0.264 1.110 1.136
C: 1.645 0.571 0.780
C: 2.329 0.223 2.149
C: 1.446 -0.570 -0.232
N: 0.357 -0.460 -1.174
C: 0.760 -0.470 -2.608
C: -0.396 -0.035 -3.598
C: -0.643 -1.444 -0.843
H: -0.366 0.854 0.376
H: 0.277 2.150 1.097
H: -0.188 0.742 2.003
H: 2.176 1.319 0.204
H: 2.467 -0.842 2.338
H: 3.366 0.534 2.242
H: 1.744 0.752 2.929
H: 1.440 -1.483 0.386
H: 2.426 -0.790 -0.742
H: 0.748 -1.535 -2.907
H: 1.658 0.079 -2.893
H: -0.461 1.105 -3.631
H: -0.237 -0.211 -4.702
H: -1.350 -0.410 -3.279
H: -0.389 -2.217 -0.138
H: -1.296 -1.465 -1.737
H: -1.381 -1.005 -0.099
H: 2.617 2.891 -1.782
H: 1.480 2.576 -2.716
O: 1.818 2.366 -1.846
H: -1.363 1.713 -1.659
H: -0.404 2.979 -1.233
O: -1.168 2.435 -1.043
H: -0.218 -3.776 1.419
H: 1.333 -4.153 1.742
O: 0.683 -3.932 1.074
H: 5.027 -1.259 -2.235
H: 4.083 -1.903 -1.189
O: 4.520 -1.100 -1.441
H: -4.165 -0.489 3.454
H: -4.332 -0.766 1.928
O: -3.782 -0.941 2.706
H: -4.902 -0.324 -0.176
H: -4.885 1.057 0.055
O: -5.357 0.294 0.415
H: 3.077 -4.042 -2.122
H: 2.105 -3.731 -0.957
O: 2.639 -3.334 -1.647
H: -3.844 3.482 0.817
H: -2.536 2.596 0.284
O: -3.363 2.622 0.768
H: -3.730 -1.584 -2.198
H: -4.220 -0.204 -2.550
O: -3.927 -0.723 -1.798
H: -1.769 -3.117 3.408
H: -2.834 -2.616 2.387
O: -1.887 -2.803 2.514
H: 1.962 4.595 1.098
H: 2.611 3.148 0.978
O: 1.785 3.648 1.149
H: -2.509 1.860 2.367
H: -2.102 0.530 2.973
O: -1.699 1.290 2.495
H: 5.262 1.486 -0.450
H: 4.759 0.264 0.324
O: 5.162 1.130 0.435

## Properties
- E_HOMO (eV) = -11.19
- calculated total energy (eV) = -36511.3337
- relative energy (zero: lowest compared OMol25 entry of this formula, charge and spin) (kJ/mol) = 375.9
- total charge = +1

Atomic partial charges in e from the natural (NBO) method, atoms 1 to 4: N -0.730; C -0.063; C -0.648; C -0.263